The following is a DFT calculation (the ωB97M-V functional and the def2-TZVPD basis) of a structure of composition C30H23Cl2N8O6SSn at a distorted geometry.

Structure (XYZ):
```
71
Properties=species:S:1:pos:R:3:forces:R:3:mulliken_charge:R:1
Sn -0.163735 -0.089131 -0.122814 -1.53 0.28 -0.32 0.5959
Cl 1.206775 4.626907 -4.816849 0.06 0.09 -0.10 -0.1788
C 0.265818 3.635729 -3.785269 -0.59 0.36 0.33 0.1670
C 0.634313 2.336509 -3.590065 0.00 -0.42 0.20 -0.7649
C -0.140441 1.514948 -2.750182 -0.75 0.92 -0.32 0.1683
N 0.094568 0.237451 -2.406267 0.78 -0.74 1.13 0.1354
C 0.839218 -0.695090 -3.054017 -0.15 0.06 -0.02 0.0539
O 1.360824 -0.606405 -4.146797 -0.06 -0.09 0.31 -0.6585
C 0.790739 -2.040313 -2.329382 0.03 -0.12 -0.14 0.5181
C 1.406733 -3.128116 -2.924548 -0.04 -0.03 0.04 -0.5895
C 1.330405 -4.369179 -2.310645 0.02 0.09 -0.02 -0.4045
C 0.633269 -4.489371 -1.116301 0.04 -0.12 -0.14 -0.8969
C 0.025178 -3.367577 -0.594977 -0.12 0.17 0.22 0.0924
N 0.093101 -2.167303 -1.185013 0.41 0.34 0.25 0.0956
C -1.311442 2.049319 -2.097636 0.65 0.33 -0.85 0.0927
C -1.664670 3.401360 -2.316002 -0.09 -0.47 0.34 -0.5718
C -0.897325 4.174857 -3.132227 0.67 -0.20 -0.42 0.1855
Cl -1.326843 5.818105 -3.370924 -0.03 0.08 -0.05 -0.1848
N -1.892239 1.164714 -1.271964 0.19 -0.44 1.16 0.0489
C -3.079732 1.354811 -0.620945 0.24 0.10 -0.19 -0.1389
O -3.930021 2.192986 -0.841687 0.07 -0.09 0.00 -0.6553
C -3.348491 0.256483 0.379428 0.05 -0.01 0.02 0.7272
C -4.620892 0.120896 0.901880 -0.10 -0.05 0.09 -0.6565
C -4.879055 -0.918279 1.781268 0.02 0.05 -0.04 -0.3989
C -3.848279 -1.778750 2.126767 -0.05 -0.06 0.04 -1.1946
C -2.602619 -1.571045 1.570203 0.03 0.09 -0.10 0.0795
N -2.359721 -0.582652 0.704220 0.43 -0.26 0.01 0.4109
H 1.497621 1.925720 -4.090759 0.03 0.03 -0.02 0.5454
H 1.921783 -2.970045 -3.861197 0.01 0.00 0.01 0.5266
H 1.806399 -5.231454 -2.760434 -0.01 0.03 0.03 0.4824
H 0.558735 -5.437796 -0.601182 -0.04 0.05 -0.01 0.4959
H -0.540479 -3.422451 0.330687 0.08 0.04 -0.10 0.2839
H -2.538433 3.805547 -1.832838 -0.02 0.05 0.01 0.5886
H -5.381625 0.824363 0.595159 0.02 0.00 -0.01 0.5378
H -5.871813 -1.058036 2.188387 0.02 0.02 0.02 0.4568
H -4.003359 -2.595309 2.819209 0.02 0.02 -0.04 0.4361
H -1.762997 -2.203654 1.829268 -0.03 0.03 0.04 0.4738
C -3.332460 4.254691 2.476690 0.07 0.06 0.00 -0.6783
N -2.035602 4.203382 3.119737 -0.03 0.03 0.03 0.1467
C -1.761970 5.004655 4.317151 -0.01 -0.08 -0.16 -0.5654
C -0.254061 4.803547 4.546577 0.01 -0.12 -0.16 -0.5283
N 0.122432 4.004072 3.381121 -0.06 0.10 0.24 -0.0437
C -0.916631 3.686036 2.593193 0.12 -0.08 0.06 -0.0423
S -0.809147 2.813071 1.151510 -0.13 0.05 -0.14 -0.1017
H -4.110979 4.172529 3.234851 0.02 -0.01 0.00 0.3203
H -3.424395 3.436710 1.769938 0.04 -0.08 -0.03 0.0283
H -3.464469 5.193566 1.931085 0.01 -0.01 0.05 0.2948
H -2.359144 4.644638 5.154222 -0.03 0.00 0.01 0.3154
H -2.019216 6.049969 4.138906 0.01 0.02 -0.03 0.3204
H -0.050061 4.269833 5.473021 0.00 -0.05 0.03 0.2949
H 0.288590 5.745827 4.566667 0.02 0.04 -0.01 0.3051
H 1.051522 3.681451 3.192312 0.04 -0.04 -0.10 0.1853
N -0.176522 -0.127203 3.024280 -0.48 0.18 0.32 -0.2926
C 0.477801 -0.627974 2.109011 0.42 -0.02 -1.50 -0.0804
H 0.172234 -0.223240 3.976295 0.21 -0.17 0.01 0.2589
O 1.646685 -1.376787 2.316541 0.04 -0.11 -0.05 -0.3457
C 2.541898 -1.531684 1.301545 -0.04 0.15 0.18 0.7094
O 2.541777 -0.838101 0.313515 -0.41 0.05 -0.19 -0.6492
C 3.515817 -2.618315 1.543625 -0.07 -0.11 0.14 0.4759
C 4.489499 -2.859801 0.577424 -0.02 0.16 -0.13 -0.6665
C 5.394128 -3.892461 0.745635 0.01 -0.01 -0.04 -0.6865
C 5.337868 -4.687545 1.881285 0.09 -0.10 0.04 -0.4264
C 4.370311 -4.425750 2.832434 -0.06 0.01 0.05 -0.3416
C 3.451208 -3.406995 2.685923 -0.06 -0.07 0.12 -0.1116
N 4.308352 -5.273255 4.050555 0.01 -0.17 0.21 1.0430
O 5.139873 -6.152912 4.157309 -0.26 0.30 -0.07 -0.5997
O 3.429909 -5.034213 4.860080 0.26 0.00 -0.35 -0.5959
H 4.523579 -2.219898 -0.297621 0.01 -0.09 0.05 0.5190
H 6.143885 -4.082873 -0.009767 0.01 0.00 0.03 0.4352
H 6.029593 -5.502348 2.041046 0.01 0.02 -0.01 0.5257
H 2.706826 -3.250369 3.450548 -0.01 0.04 0.02 0.6726
```
Forces are in eV/Å.

Summary:
LUMO level (alpha / beta)	-0.1607 / -0.1793	Eh
electronic energy	-97392.7549	eV
energy above the lowest of the compared OMol25 structures with the same formula, charge and spin	113.2	kJ/mol
charge	+1
Kohn-Sham gap (alpha / beta)	5.7 / 5.0	eV
highest occupied orbital energy (alpha / beta)	-10.104 / -9.849	eV
molar mass	813.25	g mol⁻¹